Record 1
This record from OMol25 describes C26H28AsN2O3S6Tc as an isolated structure. The level of theory is wB97M-V/def2-TZVPD.

Structure (XYZ):
```
67
C26H28AsN2O3S6Tc (wB97M-V/def2-TZVPD)
Tc 1.09 -0.71 0.14
C -0.61 2.83 3.84
C -0.01 1.63 3.13
S 1.57 2.11 2.55
C -0.66 0.47 3.05
C -2.01 0.22 3.68
S -0.08 -0.99 2.22
H -0.04 3.73 3.63
H -0.59 2.68 4.92
H -1.64 2.99 3.52
H -2.32 1.04 4.32
H -1.97 -0.68 4.30
H -2.77 0.06 2.92
C 2.84 4.48 -1.42
C 3.02 3.31 -0.46
C 3.87 2.20 -1.04
C 5.23 2.45 -1.20
C 6.07 1.50 -1.75
C 5.55 0.29 -2.18
C 4.20 0.00 -2.04
C 3.68 -1.29 -2.62
C 2.98 -1.07 -3.96
C 3.36 0.96 -1.45
N 1.97 0.66 -1.22
C 1.08 1.37 -1.87
C -0.27 1.28 -1.52
C -1.44 1.89 -1.99
C -2.47 1.38 -1.20
C -1.88 0.49 -0.29
N -0.56 0.44 -0.47
H 2.25 5.27 -0.97
H 2.34 4.16 -2.34
H 3.81 4.90 -1.71
H 2.04 2.94 -0.16
H 3.51 3.67 0.45
H 5.63 3.40 -0.87
H 7.13 1.70 -1.85
H 6.19 -0.45 -2.63
H 2.98 -1.76 -1.93
H 4.52 -1.97 -2.74
H 3.65 -0.57 -4.67
H 2.08 -0.47 -3.85
H 2.68 -2.03 -4.40
H 1.41 2.04 -2.66
H -1.52 2.59 -2.80
H -3.52 1.62 -1.27
H -2.37 -0.11 0.47
S 4.70 -1.48 3.97
As 3.15 -1.38 2.66
S 3.04 -2.18 0.69
S 2.49 0.58 1.54
S 1.18 -1.73 3.74
O -1.34 -4.86 -0.15
C -1.11 -4.77 -1.47
C -1.59 -5.81 -2.27
C -1.39 -5.77 -3.64
C -0.71 -4.72 -4.24
C -0.23 -3.69 -3.45
C -0.42 -3.71 -2.07
C 0.10 -2.60 -1.27
O 0.76 -1.65 -1.77
O -0.08 -2.54 -0.01
H -0.95 -4.08 0.29
H -2.12 -6.62 -1.80
H -1.78 -6.58 -4.25
H -0.56 -4.70 -5.31
H 0.30 -2.85 -3.88
```

Results
- HOMO-LUMO gap (eV) = 7.27
- HOMO (hartree) = -0.2941
- spin multiplicity = 1
- total charge = 0
- E_LUMO (eV) = -0.7
- relative energy (zero: lowest compared OMol25 entry of this formula, charge and spin) (kcal per mole) = 0.0

Record 2
This record from OMol25 describes a 6-piece molecular cluster, C21H46N5O11PS overall in a non-equilibrium geometry. The level of theory is wB97M-V/def2-TZVPD.

Structure (XYZ):
```
85
C21H46N5O11PS (wB97M-V/def2-TZVPD)
O 6.70 6.87 1.31
P 7.10 5.95 0.09
C 5.64 5.01 -0.62
C 4.33 5.19 0.30
C 3.43 6.46 -0.09
C 2.00 6.26 0.67
C 0.92 5.53 -0.27
S -0.43 4.66 0.70
O -1.69 5.50 0.75
O -0.02 4.37 2.11
O -0.83 3.20 -0.05
C 6.03 3.44 -0.42
O 6.17 3.06 0.81
O 6.18 2.55 -1.45
H 7.68 6.87 -0.87
H 8.14 5.02 0.50
H 3.69 4.24 0.12
H 4.61 5.27 1.40
H 3.30 6.61 -1.21
H 3.92 7.39 0.38
H 2.21 5.53 1.54
H 1.62 7.22 1.15
H 1.38 4.85 -1.07
H 0.37 6.36 -0.85
H -0.01 2.63 -0.03
C 8.83 2.44 2.40
C 10.07 2.68 3.21
O 11.00 3.36 2.80
N 10.15 2.11 4.45
C 9.16 1.28 5.11
H 8.91 2.96 1.44
H 8.70 1.37 2.21
H 7.95 2.84 2.93
H 11.01 2.31 4.93
H 8.88 1.76 6.05
H 9.62 0.31 5.33
H 8.28 1.13 4.50
C -1.24 0.32 -0.71
C 0.17 -0.06 -0.36
O 1.05 0.78 -0.20
N 0.46 -1.38 -0.21
C -0.43 -2.51 -0.36
H -1.30 1.40 -0.79
H -1.52 -0.12 -1.68
H -1.92 -0.02 0.07
H 1.43 -1.56 0.02
H -0.44 -3.06 0.58
H -0.04 -3.16 -1.14
H -1.44 -2.21 -0.61
C -2.42 -6.03 1.73
C -2.76 -4.58 1.94
O -1.92 -3.70 1.82
N -4.04 -4.26 2.28
C -5.16 -5.15 2.47
H -1.37 -6.13 1.46
H -2.60 -6.60 2.64
H -3.02 -6.44 0.91
H -4.18 -3.27 2.40
H -5.95 -4.86 1.77
H -5.53 -5.02 3.49
H -4.90 -6.19 2.31
C -6.92 -7.59 -1.65
C -5.60 -7.07 -1.15
O -4.84 -7.76 -0.47
N -5.25 -5.79 -1.46
C -6.00 -4.82 -2.24
H -7.05 -8.62 -1.32
H -7.74 -6.99 -1.25
H -6.94 -7.57 -2.74
H -4.36 -5.52 -1.09
H -5.40 -4.53 -3.09
H -6.19 -3.95 -1.61
H -6.95 -5.22 -2.59
C -6.01 -1.01 -5.55
C -5.81 -1.51 -4.15
O -5.53 -2.68 -3.91
N -5.96 -0.63 -3.13
C -6.29 0.78 -3.20
H -5.86 -1.83 -6.25
H -7.03 -0.63 -5.67
H -5.29 -0.22 -5.77
H -5.81 -1.04 -2.22
H -5.48 1.35 -2.74
H -7.21 0.95 -2.63
H -6.43 1.12 -4.22
```

Results
- HOMO-LUMO gap (eV) = 1.42
- HOMO (hartree) = 0.0372
- spin multiplicity = 1
- total charge = -2
- E_LUMO (eV) = 2.4

Record 3
This record from OMol25 describes one molecule with the formula C4H5N3 in a non-equilibrium geometry. The level of theory is wB97M-V/def2-TZVPD.

Structure (XYZ):
```
12
C4H5N3 (wB97M-V/def2-TZVPD)
N -0.31 -1.29 -1.50
C -0.53 -0.18 -0.82
N -1.35 -0.37 0.23
C -0.69 -0.02 1.31
C 0.58 0.54 1.18
C 0.96 1.14 0.00
N 0.34 0.82 -1.12
H 0.23 -1.12 -2.33
H -1.01 -1.98 -1.32
H -1.12 -0.13 2.31
H 1.15 0.69 2.05
H 1.75 1.89 0.01
```

Results
- HOMO-LUMO gap (eV) = 9.46
- HOMO (hartree) = -0.3083
- SMILES string = Nc1ncccn1
- spin multiplicity = 1
- total charge = 0
- E_LUMO (eV) = 1.1
- relative energy (zero: lowest compared OMol25 entry of this formula, charge and spin) (kcal per mole) = 33.9

Record 4
This record from OMol25 describes one molecule with the formula C5H14N2 in a non-equilibrium geometry. The level of theory is wB97M-V/def2-TZVPD.

Structure (XYZ):
```
21
C5H14N2 (wB97M-V/def2-TZVPD)
C -0.97 -0.34 1.60
C -0.99 -0.99 0.20
N -2.38 -1.24 -0.22
C -0.35 -0.03 -0.82
N 0.90 0.54 -0.34
C 1.98 -0.40 -0.25
C 1.25 1.89 -0.65
H 0.02 -0.05 1.90
H -1.35 -1.06 2.32
H -1.71 0.46 1.54
H -0.46 -1.94 0.26
H -2.94 -1.51 0.58
H -2.75 -0.36 -0.55
H -1.00 0.79 -1.10
H -0.03 -0.69 -1.64
H 1.83 -1.10 0.58
H 1.99 -1.02 -1.16
H 2.93 0.11 -0.13
H 0.37 2.53 -0.66
H 1.77 2.07 -1.60
H 1.88 2.31 0.15
```

Results
- HOMO-LUMO gap (eV) = 8.92
- HOMO (hartree) = -0.2923
- SMILES string = C[C@@H](N)CN(C)C
- spin multiplicity = 1
- total charge = 0
- E_LUMO (eV) = 1.0
- relative energy (zero: lowest compared OMol25 entry of this formula, charge and spin) (kcal per mole) = 27.7

Record 5
This record from OMol25 describes one molecule with the formula C19H14Cl2N2S in a non-equilibrium geometry. The level of theory is wB97M-V/def2-TZVPD.

Structure (XYZ):
```
38
C19H14Cl2N2S (wB97M-V/def2-TZVPD)
Cl -3.83 -2.44 -1.05
C -2.99 -0.95 -1.25
C -2.06 -0.84 -2.27
C -1.39 0.35 -2.46
C -1.66 1.44 -1.66
C -2.59 1.32 -0.64
Cl -2.90 2.72 0.33
C -3.27 0.12 -0.39
C -4.17 -0.05 0.78
S -3.48 -1.28 1.99
C -1.76 -1.06 1.64
C -1.16 0.20 1.79
C 0.15 0.31 1.37
C 0.76 -0.85 0.86
N 0.13 -2.02 0.83
N -1.11 -2.12 1.21
C 2.13 -0.79 0.36
C 2.88 -1.95 0.20
C 4.18 -1.87 -0.26
C 4.73 -0.64 -0.57
C 3.98 0.52 -0.41
C 2.68 0.46 0.05
C 1.83 1.69 0.20
C 0.93 1.58 1.43
H -1.86 -1.69 -2.90
H -0.65 0.43 -3.25
H -1.17 2.38 -1.82
H -4.34 0.89 1.30
H -5.13 -0.49 0.48
H -1.70 1.03 2.22
H 2.43 -2.90 0.45
H 4.77 -2.77 -0.38
H 5.75 -0.57 -0.93
H 4.41 1.48 -0.66
H 2.46 2.58 0.27
H 1.20 1.79 -0.69
H 0.27 2.44 1.50
H 1.56 1.56 2.33
```

Results
- HOMO-LUMO gap (eV) = 8.60
- HOMO (hartree) = -0.3125
- SMILES string = Clc1cccc(Cl)c1CSc1cc2c(nn1)-c1ccccc1CC2
- spin multiplicity = 1
- total charge = 0
- E_LUMO (eV) = 0.1

Record 6
This record from OMol25 describes C2H4LiO2Y as an isolated structure in a non-equilibrium geometry. The level of theory is wB97M-V/def2-TZVPD.

Structure (XYZ):
```
10
C2H4LiO2Y (wB97M-V/def2-TZVPD)
O -2.18 0.78 0.42
C -0.64 1.26 -1.49
C 0.66 1.00 -1.07
O 1.07 1.40 0.19
H -2.70 1.58 0.39
H -1.06 2.23 -1.17
H -1.08 0.55 -2.19
H 1.44 0.91 -1.83
Li 2.86 0.72 0.42
Y -0.53 0.26 1.61
```

Results
- HOMO-LUMO gap (eV) = 5.51
- HOMO (hartree) = -0.5775
- spin multiplicity = 1
- total charge = +2
- E_LUMO (eV) = -10.2
- relative energy (zero: lowest compared OMol25 entry of this formula, charge and spin) (kcal per mole) = 0.0

Record 7
This record from OMol25 describes C11H8AuCl2N2O4 as an isolated structure in a non-equilibrium geometry. The level of theory is wB97M-V/def2-TZVPD.

Structure (XYZ):
```
28
C11H8AuCl2N2O4 (wB97M-V/def2-TZVPD)
Au -1.03 1.35 -1.58
O -4.13 -1.26 -1.71
C -3.17 -0.53 -1.53
O -2.91 0.58 -2.14
C -2.21 -0.97 -0.42
C -2.49 -2.16 0.28
C -1.48 -2.72 1.03
C -0.21 -1.98 1.22
C 0.78 -2.41 2.13
C 1.96 -1.71 2.24
C 2.14 -0.46 1.56
C 1.12 -0.06 0.73
C -0.06 -0.82 0.55
N -1.03 -0.42 -0.31
H -3.38 -2.71 -0.07
H -1.58 -3.72 1.39
H 0.50 -3.25 2.75
H 2.63 -2.19 2.99
H 3.00 0.13 1.71
H 1.15 0.87 0.22
Cl 4.32 3.74 -0.11
C 2.94 2.66 -0.27
Cl 1.66 3.27 -1.32
H 2.54 2.39 0.76
H 3.09 1.69 -0.45
O -1.64 4.23 -3.98
N -1.85 3.49 -3.11
O -0.67 2.97 -2.59
```

Results
- HOMO-LUMO gap (eV) = 5.76
- HOMO (hartree) = -0.1318
- spin multiplicity = 1
- total charge = -1
- E_LUMO (eV) = 2.2

Record 8
This record from OMol25 describes C17H26GaIO2P2 as an isolated structure in a non-equilibrium geometry. The level of theory is wB97M-V/def2-TZVPD.

Structure (XYZ):
```
49
C17H26GaIO2P2 (wB97M-V/def2-TZVPD)
C 3.86 0.59 -1.90
C 2.68 -0.26 -1.83
H 4.56 0.09 -2.59
H 4.33 0.70 -0.91
H 3.62 1.59 -2.28
O 2.46 -1.31 -2.40
I -1.29 1.35 1.13
Ga 1.23 0.64 -0.72
P 0.05 1.69 -2.33
C -1.24 0.76 -3.20
C -0.79 3.18 -1.72
H -0.91 3.88 -2.56
H 0.63 2.82 -4.36
H -0.19 3.65 -0.93
H 1.95 2.90 -3.15
H -2.02 0.44 -2.50
H -1.77 2.91 -1.31
C 1.19 2.25 -3.60
H -1.68 1.40 -3.99
H 1.68 1.40 -4.08
H -0.80 -0.14 -3.67
P 1.97 -0.75 1.41
C 1.31 -2.42 1.63
C 3.75 -0.95 1.33
H 1.72 1.24 2.77
H 2.32 -0.18 3.68
H 0.58 -0.05 3.24
C 1.60 0.16 2.92
H 4.25 0.03 1.28
H 4.05 -1.47 2.25
H 1.73 -2.85 2.54
H 1.49 -3.01 0.72
H 4.03 -1.56 0.46
H 0.19 -2.42 1.78
C 0.01 -1.20 -1.00
O -0.59 -2.11 -1.43
C -0.21 -0.84 0.53
C -1.31 -1.35 0.98
C -2.58 -1.40 1.40
C -2.85 -1.73 2.78
C -4.04 -1.34 3.42
C -5.05 -0.69 2.70
C -4.88 -0.41 1.34
C -3.69 -0.78 0.69
H -2.03 -2.15 3.36
H -4.17 -1.54 4.48
H -5.96 -0.36 3.20
H -5.64 0.13 0.79
H -3.53 -0.51 -0.34
```

Results
- HOMO-LUMO gap (alpha / beta) (eV) = 4.20 / 4.28
- HOMO (alpha / beta) (hartree) = -0.4919 / -0.4960
- spin multiplicity = 1
- total charge = +2
- E_LUMO (alpha / beta) (eV) = -9.2 / -9.2

Record 9
This record from OMol25 describes C32H38N3OReS3 as an isolated structure in a non-equilibrium geometry. The level of theory is wB97M-V/def2-TZVPD.

Structure (XYZ):
```
78
C32H38N3OReS3 (wB97M-V/def2-TZVPD)
Re -13.23 11.68 -8.71
C -14.41 10.07 -10.87
C -15.10 11.38 -11.22
N -14.76 12.39 -10.15
C -15.88 13.18 -9.52
C -16.41 12.57 -8.20
S -15.16 11.96 -7.00
C -15.48 10.16 -7.19
C -15.53 9.61 -8.61
N -14.23 9.90 -9.40
H -13.41 10.00 -11.32
H -15.01 9.25 -11.29
H -16.20 11.31 -11.33
H -14.68 11.76 -12.15
H -14.17 13.06 -10.66
H -16.71 13.32 -10.22
H -15.42 14.16 -9.27
H -17.14 11.80 -8.38
H -16.95 13.42 -7.72
H -16.33 9.86 -6.61
H -14.65 9.74 -6.67
H -16.35 10.08 -9.17
H -15.65 8.52 -8.57
H -13.60 9.09 -9.27
C -9.76 12.14 -4.21
C -10.88 12.89 -4.61
C -11.62 12.49 -5.71
C -11.25 11.38 -6.49
C -10.00 10.78 -6.18
C -9.34 11.09 -5.03
N -12.13 10.73 -7.40
C -12.07 9.28 -7.31
C -12.36 8.61 -6.11
C -12.28 7.25 -5.98
C -11.96 6.48 -7.10
C -11.50 7.11 -8.25
C -11.51 8.51 -8.33
H -9.24 12.34 -3.28
H -11.16 13.79 -4.09
H -12.46 13.13 -6.01
H -9.62 9.98 -6.79
H -8.48 10.46 -4.72
H -12.62 9.20 -5.20
H -12.45 6.73 -5.04
H -12.14 5.41 -7.06
H -11.18 6.53 -9.10
H -11.11 9.01 -9.22
O -13.15 13.72 -8.36
S -12.41 15.07 -8.09
C -11.78 15.69 -9.71
C -12.76 15.98 -10.80
C -13.18 14.97 -11.66
C -14.12 15.20 -12.66
C -14.48 16.51 -12.97
C -14.05 17.55 -12.15
C -13.22 17.27 -11.06
C -13.90 16.01 -7.67
C -13.77 17.50 -7.48
C -13.11 18.06 -6.39
C -13.00 19.44 -6.29
C -13.61 20.26 -7.20
C -14.25 19.73 -8.31
C -14.40 18.34 -8.40
H -11.11 14.90 -10.03
H -11.20 16.56 -9.46
H -12.79 13.95 -11.54
H -14.56 14.38 -13.20
H -15.10 16.70 -13.81
H -14.40 18.55 -12.37
H -12.82 18.11 -10.48
H -14.21 15.53 -6.73
H -14.65 15.84 -8.47
H -12.63 17.37 -5.69
H -12.37 19.86 -5.49
H -13.55 21.33 -7.12
H -14.54 20.40 -9.08
H -15.00 17.93 -9.22
S -11.58 11.64 -9.96
```

Results
- HOMO-LUMO gap (alpha / beta) (eV) = 6.64 / 6.75
- HOMO (alpha / beta) (hartree) = -0.3192 / -0.3359
- spin multiplicity = 4
- total charge = +1
- E_LUMO (alpha / beta) (eV) = -2.0 / -2.4
- relative energy (zero: lowest compared OMol25 entry of this formula, charge and spin) (kcal per mole) = 0.0

| no. | E (eV) |
| --- | --- |
| 1 | -164591.35557 |
| 2 | -72617.50834 |
| 3 | -8698.34248 |
| 4 | -8391.41879 |
| 5 | -58790.67158 |
| 6 | -7463.49494 |
| 7 | -51442.09768 |
| 8 | -101176.61437 |
| 9 | -74947.43654 |